1.
Entry from OMol25: an isolated molecule of C12H12N4O4 (ωB97M-V/def2-TZVPD).

Element x y z (Å)
1 C 3.18080 -0.35107 -2.79603
2 H 4.03556 -0.68595 -2.19968
3 H 3.27709 -0.73568 -3.80982
4 H 3.16070 0.74306 -2.82421
5 O 1.97076 -0.87855 -2.30813
6 C 1.58288 -0.56672 -1.04895
7 C 2.28717 0.25092 -0.18521
8 C 1.79063 0.55799 1.08073
9 C 0.62001 -0.03246 1.46737
10 C -0.10202 -0.90725 0.63386
11 C 0.33335 -1.14648 -0.66822
12 O -0.26938 -1.83389 -1.64286
13 C -1.66383 -2.07546 -1.59557
14 H -1.92775 -2.41411 -2.59607
15 H -1.92135 -2.84025 -0.86238
16 H -2.21095 -1.15810 -1.36064
17 C -1.21298 -1.43725 1.45211
18 O -1.99392 -2.32223 1.24720
19 O -1.19646 -0.79501 2.65951
20 C -0.20525 0.19950 2.70069
21 N -0.87882 1.51263 2.67403
22 N -1.47606 1.73785 1.45360
23 C -2.64369 1.23931 1.01052
24 N -2.80548 1.56772 -0.24965
25 C -1.69855 2.27613 -0.53999
26 N -0.85958 2.38978 0.46154
27 H -1.51733 2.71284 -1.49992
28 H -3.31701 0.66914 1.61451
29 H -0.20812 2.25787 2.84561
30 H 0.32750 0.13487 3.65416
31 H 2.32332 1.23666 1.72731
32 H 3.21877 0.69420 -0.49543

For the lowest unoccupied orbital energy, the calculation gives 0.39 eV. The HOMO-LUMO gap is 8.87 eV.

Computed natural (NBO) charges, given in elementary charges:
1. C -0.252
2. H 0.176
3. H 0.205
4. H 0.177
5. O -0.475
6. C 0.252
7. C -0.263
8. C -0.203
9. C -0.043
10. C -0.297
11. C 0.406
12. O -0.478
13. C -0.264
14. H 0.193
15. H 0.214
16. H 0.189
17. C 0.791
18. O -0.560
19. O -0.489
20. C 0.215
21. N -0.426
22. N -0.051
23. C 0.168
24. N -0.482
25. C 0.134
26. N -0.302
27. H 0.202
28. H 0.228
29. H 0.384
30. H 0.208
31. H 0.217
32. H 0.225



2.
Entry from OMol25: a cluster of 2 separate species, C12H12O3 in total in a non-equilibrium geometry (ωB97M-V/def2-TZVPD).

Element x y z (Å)
1 C -0.23430 -0.28343 -3.90307
2 C -0.65502 0.70580 -2.96486
3 C 0.59229 -1.29524 -3.50939
4 C -0.30391 0.70233 -1.61603
5 C 1.08755 -1.27415 -2.15234
6 C 0.56060 -0.33738 -1.19306
7 C -0.49223 2.79992 1.89250
8 C -1.48694 2.16834 2.06881
9 C 1.82195 -2.14844 -1.37223
10 C 1.03404 -0.73914 0.07889
11 C -2.75683 0.58343 3.15692
12 C 1.82901 -0.58313 2.26549
13 O 1.85643 -1.76081 -0.05591
14 O -2.60527 1.51234 2.06970
15 O 0.91120 -0.18303 1.30346
16 H -0.61924 -0.28595 -4.91678
17 H -1.32906 1.55981 -3.31837
18 H 0.91117 -2.00686 -4.24295
19 H -0.67751 1.57455 -1.07351
20 H 0.25252 3.42398 1.50159
21 H 2.35243 -2.99651 -1.81047
22 H -3.55925 -0.12250 2.81993
23 H -2.97549 1.29631 4.03181
24 H -1.85397 0.12508 3.42196
25 H 1.87569 -1.72872 2.38563
26 H 1.58103 -0.20044 3.26895
27 H 2.88312 -0.50618 1.86332

For the lowest unoccupied orbital energy, the calculation gives 0.75 eV. The HOMO-LUMO gap is 7.78 eV.

Computed natural (NBO) charges, given in elementary charges:
1. C -0.198
2. C -0.249
3. C -0.205
4. C -0.174
5. C -0.108
6. C -0.205
7. C -0.388
8. C 0.304
9. C 0.024
10. C 0.605
11. C -0.244
12. C -0.273
13. O -0.398
14. O -0.489
15. O -0.476
16. H 0.213
17. H 0.211
18. H 0.214
19. H 0.235
20. H 0.234
21. H 0.205
22. H 0.209
23. H 0.186
24. H 0.188
25. H 0.176
26. H 0.212
27. H 0.190



3.
Entry from OMol25: an isolated molecule of C12H12O3 in a non-equilibrium geometry (ωB97M-V/def2-TZVPD).

Element x y z (Å)
1 C 0.69027 -1.03075 1.76013
2 C 0.12346 0.18330 1.46320
3 C -2.42538 -1.92685 0.08433
4 C -3.21302 0.51416 -0.05565
5 C 1.17107 -0.57621 -0.94501
6 C 1.05371 -1.99876 -0.44891
7 C -0.19884 0.21389 -1.01231
8 C 0.14046 -2.11165 0.89720
9 C -0.96833 -0.00199 0.38953
10 C -1.09152 -1.54284 0.41130
11 C -1.97291 1.09454 0.15546
12 C -1.75639 2.53923 0.30271
13 O -2.85338 -3.06485 0.15932
14 O -4.24903 1.12902 -0.05358
15 O -3.30277 -0.86775 -0.11233
16 H 1.31432 -1.20569 2.62420
17 H 0.53540 1.09980 1.68288
18 H 1.93439 -0.22881 -0.28025
19 H 1.45912 -0.68267 -2.03425
20 H 0.36322 -2.41767 -1.18727
21 H 2.09528 -2.39116 -0.20699
22 H 0.23916 1.24772 -1.05001
23 H -0.78375 -0.31597 -1.82449
24 H 0.08321 -3.08485 1.31858
25 H -1.98121 3.04255 -0.67884
26 H -0.81389 2.73508 0.80126
27 H -2.61611 2.79268 1.02426

For the lowest unoccupied orbital energy (spin up / spin down), the calculation gives -1.05 / -1.23 eV. The HOMO-LUMO gap (spin up / spin down) is 7.55 / 7.21 eV.

Computed natural (NBO) charges, given in elementary charges:
1. C -0.174
2. C -0.172
3. C 0.680
4. C 0.671
5. C -0.430
6. C -0.372
7. C -0.384
8. C -0.325
9. C -0.202
10. C 0.097
11. C 0.072
12. C -0.677
13. O -0.529
14. O -0.535
15. O -0.525
16. H 0.230
17. H 0.206
18. H 0.217
19. H 0.227
20. H 0.216
21. H 0.232
22. H 0.238
23. H 0.238
24. H 0.252
25. H 0.255
26. H 0.226
27. H 0.270



4.
Entry from OMol25: an isolated molecule of C12H12P2 in a non-equilibrium geometry (ωB97M-V/def2-TZVPD).

Element x y z (Å)
1 C 1.08765 3.09874 1.03391
2 C 2.34754 2.68198 1.07272
3 C 0.01034 2.33263 0.85010
4 C 2.56954 1.27073 0.87395
5 C 0.13686 0.94589 0.59796
6 C 1.45946 0.46004 0.69486
7 C -0.65915 -2.93681 0.08515
8 C -2.02033 -2.38073 0.21786
9 C -0.86714 0.13259 0.03221
10 C 0.28620 -2.00906 0.08137
11 C 2.63283 -1.31362 -1.09733
12 C -3.62320 -0.14782 -0.29322
13 P 1.82193 -1.32146 0.60905
14 P -2.15470 -0.77976 0.67470
15 H 0.94310 4.21506 1.15504
16 H 3.15129 3.44898 0.96652
17 H -1.02429 2.66672 0.88025
18 H 3.50707 0.83414 0.97715
19 H -0.37634 -3.99194 -0.13425
20 H -2.83649 -3.16501 0.07472
21 H 2.36035 -2.21976 -1.63784
22 H 3.67166 -1.36136 -0.96653
23 H 2.42729 -0.44219 -1.57730
24 H -4.00664 0.69734 0.15117
25 H -4.45196 -0.85321 -0.36968
26 H -3.50620 0.10961 -1.39700

For the lowest unoccupied orbital energy (spin up / spin down), the calculation gives -1.10 / -1.15 eV. The HOMO-LUMO gap (spin up / spin down) is 6.04 / 6.00 eV.

Computed natural (NBO) charges, given in elementary charges:
1. C -0.221
2. C -0.220
3. C -0.185
4. C -0.205
5. C -0.155
6. C -0.297
7. C -0.352
8. C -0.600
9. C -0.397
10. C -0.235
11. C -0.854
12. C -0.910
13. P 0.827
14. P 1.095
15. H 0.211
16. H 0.219
17. H 0.210
18. H 0.210
19. H 0.245
20. H 0.243
21. H 0.230
22. H 0.218
23. H 0.225
24. H 0.221
25. H 0.232
26. H 0.247



Please write out number 4 again, unchanged.
Entry from OMol25: an isolated molecule of C12H12P2 in a non-equilibrium geometry (ωB97M-V/def2-TZVPD).

Element x y z (Å)
1 C 1.08765 3.09874 1.03391
2 C 2.34754 2.68198 1.07272
3 C 0.01034 2.33263 0.85010
4 C 2.56954 1.27073 0.87395
5 C 0.13686 0.94589 0.59796
6 C 1.45946 0.46004 0.69486
7 C -0.65915 -2.93681 0.08515
8 C -2.02033 -2.38073 0.21786
9 C -0.86714 0.13259 0.03221
10 C 0.28620 -2.00906 0.08137
11 C 2.63283 -1.31362 -1.09733
12 C -3.62320 -0.14782 -0.29322
13 P 1.82193 -1.32146 0.60905
14 P -2.15470 -0.77976 0.67470
15 H 0.94310 4.21506 1.15504
16 H 3.15129 3.44898 0.96652
17 H -1.02429 2.66672 0.88025
18 H 3.50707 0.83414 0.97715
19 H -0.37634 -3.99194 -0.13425
20 H -2.83649 -3.16501 0.07472
21 H 2.36035 -2.21976 -1.63784
22 H 3.67166 -1.36136 -0.96653
23 H 2.42729 -0.44219 -1.57730
24 H -4.00664 0.69734 0.15117
25 H -4.45196 -0.85321 -0.36968
26 H -3.50620 0.10961 -1.39700

For the lowest unoccupied orbital energy (spin up / spin down), the calculation gives -1.10 / -1.15 eV. The HOMO-LUMO gap (spin up / spin down) is 6.04 / 6.00 eV.

Computed natural (NBO) charges, given in elementary charges:
1. C -0.221
2. C -0.220
3. C -0.185
4. C -0.205
5. C -0.155
6. C -0.297
7. C -0.352
8. C -0.600
9. C -0.397
10. C -0.235
11. C -0.854
12. C -0.910
13. P 0.827
14. P 1.095
15. H 0.211
16. H 0.219
17. H 0.210
18. H 0.210
19. H 0.245
20. H 0.243
21. H 0.230
22. H 0.218
23. H 0.225
24. H 0.221
25. H 0.232
26. H 0.247



Repeat the fourth record exactly.
Entry from OMol25: an isolated molecule of C12H12P2 in a non-equilibrium geometry (ωB97M-V/def2-TZVPD).

Element x y z (Å)
1 C 1.08765 3.09874 1.03391
2 C 2.34754 2.68198 1.07272
3 C 0.01034 2.33263 0.85010
4 C 2.56954 1.27073 0.87395
5 C 0.13686 0.94589 0.59796
6 C 1.45946 0.46004 0.69486
7 C -0.65915 -2.93681 0.08515
8 C -2.02033 -2.38073 0.21786
9 C -0.86714 0.13259 0.03221
10 C 0.28620 -2.00906 0.08137
11 C 2.63283 -1.31362 -1.09733
12 C -3.62320 -0.14782 -0.29322
13 P 1.82193 -1.32146 0.60905
14 P -2.15470 -0.77976 0.67470
15 H 0.94310 4.21506 1.15504
16 H 3.15129 3.44898 0.96652
17 H -1.02429 2.66672 0.88025
18 H 3.50707 0.83414 0.97715
19 H -0.37634 -3.99194 -0.13425
20 H -2.83649 -3.16501 0.07472
21 H 2.36035 -2.21976 -1.63784
22 H 3.67166 -1.36136 -0.96653
23 H 2.42729 -0.44219 -1.57730
24 H -4.00664 0.69734 0.15117
25 H -4.45196 -0.85321 -0.36968
26 H -3.50620 0.10961 -1.39700

For the lowest unoccupied orbital energy (spin up / spin down), the calculation gives -1.10 / -1.15 eV. The HOMO-LUMO gap (spin up / spin down) is 6.04 / 6.00 eV.

Computed natural (NBO) charges, given in elementary charges:
1. C -0.221
2. C -0.220
3. C -0.185
4. C -0.205
5. C -0.155
6. C -0.297
7. C -0.352
8. C -0.600
9. C -0.397
10. C -0.235
11. C -0.854
12. C -0.910
13. P 0.827
14. P 1.095
15. H 0.211
16. H 0.219
17. H 0.210
18. H 0.210
19. H 0.245
20. H 0.243
21. H 0.230
22. H 0.218
23. H 0.225
24. H 0.221
25. H 0.232
26. H 0.247